# 1
# C15H32O9S

A 3-piece molecular cluster, C15H32O9S overall (ωB97M-V/def2-TZVPD, OMol25).

Computed properties:
E_HOMO = -8.791 eV
Kohn-Sham gap = 8.95 eV
LUMO energy = 0.0057 Eh

Each line ends with the Mulliken charge.
Atoms and positions in Å:
S1 1.12 3.05 -3.42  1.180
O1 5.50 -1.60 2.78  -0.381
O2 1.75 1.51 0.72  -0.547
O3 1.28 4.48 -4.12  -0.494
O4 -2.81 -1.21 -0.51  -0.209
O5 0.69 3.42 1.33  -0.408
O6 1.58 2.06 -4.33  -0.648
O7 1.73 3.18 -2.15  -0.534
O8 2.73 -2.36 2.17  -0.382
O9 -4.63 -3.49 -0.22  -0.377
C1 4.99 -0.61 3.65  -0.718
C2 2.68 -1.29 1.23  -0.681
C3 -0.37 1.15 -1.37  -0.540
C4 -4.38 -2.81 -1.43  -0.648
C5 4.95 -2.89 3.00  -0.502
C6 -1.14 3.41 -0.16  -0.803
C7 -5.38 -2.73 0.71  -0.660
C8 0.78 2.24 0.66  0.255
C9 -2.12 -1.66 0.65  -0.991
C10 -0.50 2.02 -0.12  0.844
C11 -0.65 2.90 -3.30  -0.921
C12 -2.99 -2.23 -1.48  -0.444
C13 3.85 -3.21 2.01  -0.506
C14 -0.65 3.91 1.23  -0.583
C15 -1.11 1.62 -2.61  -1.084
H1 -2.83 -1.77 -2.46  0.312
H2 -2.24 -3.01 -1.35  0.375
H3 -5.00 -1.72 0.81  0.247
H4 -4.49 -3.54 -2.24  0.394
H5 -0.70 4.13 -0.82  0.313
H6 1.96 -0.57 1.58  0.100
H7 -1.14 1.48 0.58  0.172
H8 -1.01 2.86 -4.33  0.577
H9 3.90 -0.66 3.73  0.317
H10 -1.05 -1.77 0.45  0.387
H11 -0.79 0.19 -1.12  -0.115
H12 0.67 0.96 -1.59  0.605
H13 5.43 -0.72 4.65  0.316
H14 -2.25 -0.91 1.43  0.217
H15 -0.53 4.98 1.13  0.422
H16 -0.99 0.83 -3.34  0.557
H17 -5.13 -2.02 -1.59  0.331
H18 4.57 -2.97 4.03  0.314
H19 5.27 0.36 3.25  0.258
H20 5.76 -3.61 2.88  0.375
H21 -1.28 3.68 2.07  0.256
H22 -2.18 1.67 -2.43  0.378
H23 -5.30 -3.23 1.68  0.246
H24 3.51 -4.24 2.19  0.393
H25 -2.22 3.40 -0.08  0.310
H26 3.65 -0.80 1.13  0.453
H27 0.85 4.45 -4.98  0.360
H28 -6.43 -2.70 0.42  0.330
H29 -2.52 -2.61 1.01  0.479
H30 2.37 -1.67 0.25  0.326
H31 4.24 -3.15 0.99  0.315
H32 -1.03 3.81 -2.88  0.459

# 2
# C2H9NO2

A 2-piece molecular cluster, C2H9NO2 overall (ωB97M-V/def2-TZVPD, OMol25).

Computed properties:
E_HOMO = -9.648 eV
Kohn-Sham gap = 10.55 eV
LUMO energy = 0.0331 Eh

Each line ends with the Mulliken charge.
Atoms and positions in Å:
O1 2.48 0.22 0.18  -0.484
O2 -1.30 -1.18 1.49  -0.543
N1 -1.65 -1.35 -0.82  -0.536
C1 -1.85 -0.55 0.35  -0.104
C2 2.06 1.55 -0.12  -0.511
H1 -2.92 -0.36 0.49  0.311
H2 2.05 1.73 -1.19  0.247
H3 -1.48 -2.12 1.38  0.297
H4 3.43 0.19 0.06  0.287
H5 -2.43 -1.38 -1.46  0.213
H6 -1.38 0.43 0.30  0.155
H7 2.72 2.28 0.36  0.310
H8 1.06 1.68 0.28  0.154
H9 -0.79 -1.15 -1.30  0.202

# 3
# C6H13N

A 2-piece molecular cluster, C6H13N overall (ωB97M-V/def2-TZVPD, OMol25).

Computed properties:
E_HOMO = -7.120 eV
Kohn-Sham gap = 5.73 eV
LUMO energy = -0.0511 Eh

Each line ends with the Mulliken charge.
Atoms and positions in Å:
N1 -2.70 -1.41 0.22  -0.596
C1 -0.34 1.70 0.05  -0.739
C2 1.74 0.47 0.85  -0.597
C3 -0.28 -0.70 -0.18  0.094
C4 2.82 0.35 -0.24  -0.966
C5 0.35 0.48 0.15  -0.273
C6 -1.68 -0.82 -0.67  -0.910
H1 1.79 -0.36 1.56  0.369
H2 -1.42 1.72 0.14  0.259
H3 0.16 -1.62 0.20  0.282
H4 1.71 1.46 1.28  0.360
H5 3.04 -0.71 -0.43  0.290
H6 3.82 0.77 -0.07  0.336
H7 -1.65 -1.48 -1.54  0.353
H8 -2.45 -2.39 0.30  0.263
H9 -1.99 0.15 -1.01  0.478
H10 0.31 0.90 -1.84  0.185
H11 -2.60 -1.05 1.16  0.248
H12 0.19 2.65 0.07  0.363
H13 2.36 0.51 -1.26  0.201

# 4
# C10H30FO5S5Tl

C10H30FO5S5Tl as an isolated structure (ωB97M-V/def2-TZVPD, OMol25).

Computed properties:
E_HOMO = -14.618 eV
Kohn-Sham gap = 3.52 eV
LUMO energy = -0.4079 Eh
net charge = +2

Each line ends with the Mulliken charge.
Atoms and positions in Å:
Tl1 24.96 4.28 2.30  1.383
S1 26.77 0.87 1.42  0.504
S2 27.90 5.17 -0.70  0.419
S3 24.37 6.89 -0.68  0.631
S4 20.77 5.25 2.67  0.385
S5 22.48 2.79 -0.71  0.418
F1 27.41 3.49 3.36  -0.510
O1 25.88 2.01 0.94  -0.300
O2 23.93 6.42 0.69  -0.503
O3 23.58 3.55 -0.01  -0.191
O4 26.66 5.05 0.15  -0.414
O5 22.22 4.86 2.57  -0.446
C1 27.49 4.40 -2.25  -0.845
C2 25.70 -0.27 2.34  -0.878
C3 23.49 6.01 -1.97  -0.644
C4 20.13 4.74 4.27  -1.018
C5 23.25 1.82 -2.03  -0.859
C6 22.12 1.38 0.36  -0.794
C7 26.81 -0.14 -0.08  -0.920
C8 23.45 8.47 -0.89  -1.131
C9 29.08 3.93 -0.12  -0.651
C10 19.87 4.06 1.64  -0.670
H1 20.47 3.73 4.50  0.320
H2 28.56 3.01 0.14  -0.050
H3 27.35 0.39 -0.86  0.306
H4 18.84 4.39 1.49  0.470
H5 22.43 5.86 -1.76  0.420
H6 22.60 1.02 -2.37  0.431
H7 23.82 8.93 -1.80  0.418
H8 25.78 -0.29 -0.42  0.221
H9 23.02 0.77 0.39  0.024
H10 23.57 2.52 -2.79  0.344
H11 29.87 3.86 -0.86  0.451
H12 26.07 -1.29 2.20  0.417
H13 21.40 0.72 -0.13  0.511
H14 23.66 6.53 -2.91  0.578
H15 22.38 8.29 -0.95  0.364
H16 28.43 4.43 -2.82  0.453
H17 20.34 4.15 0.66  0.060
H18 24.14 1.43 -1.53  0.088
H19 23.95 5.03 -2.05  -0.257
H20 23.69 9.08 -0.02  0.384
H21 26.80 5.00 -2.83  0.305
H22 24.67 0.01 2.15  0.153
H23 20.49 5.42 5.03  0.357
H24 19.99 3.07 2.06  0.227
H25 29.54 4.31 0.80  0.365
H26 21.75 1.66 1.34  0.279
H27 27.13 -1.17 0.11  0.432
H28 19.05 4.83 4.17  0.412
H29 25.82 -0.04 3.40  0.363
H30 27.19 3.35 -2.18  0.189

# 5
# C33H26F10Ge2N3O4PdTe

C33H26F10Ge2N3O4PdTe as an isolated structure (ωB97M-V/def2-TZVPD, OMol25).

Computed properties:
E_HOMO (alpha / beta) = -1.683 / -2.251 eV
Kohn-Sham gap (alpha / beta) = 4.42 / 4.99 eV
LUMO energy (alpha / beta) = 0.1007 / 0.1007 Eh
<S²> = 0.7604
multiplicity = 2
net charge = -2

Each line ends with the Mulliken charge.
Atoms and positions in Å:
Te1 -1.03 -2.94 -1.47  2.200
Pd1 -0.36 -0.21 -1.07  1.086
Ge1 1.59 -0.49 0.26  0.054
Ge2 3.43 -0.86 -1.29  0.775
F1 -2.78 -1.80 -1.49  -0.652
F2 0.34 0.39 -4.49  -0.398
F3 -2.32 -4.29 -0.83  -0.511
F4 0.08 -4.45 -1.83  -0.470
F5 -4.25 0.35 -3.24  -0.395
F6 -0.27 -3.20 0.42  -0.708
F7 -0.32 -0.63 -6.87  -0.356
F8 -1.59 -3.27 -3.28  -0.520
F9 -4.88 -0.67 -5.64  -0.352
F10 -2.92 -1.20 -7.50  -0.365
O1 -4.97 3.61 4.28  -0.676
O2 -5.19 1.56 4.78  -0.651
O3 -1.63 0.84 -2.56  -0.579
O4 0.43 -1.73 -2.09  -1.139
N1 -2.12 -0.62 1.13  0.828
N2 -0.99 1.55 -0.05  0.804
N3 -4.70 2.44 4.11  1.062
C1 1.44 2.97 2.80  -0.979
C2 3.31 0.46 -2.75  -0.948
C3 -1.92 0.36 -3.71  -0.134
C4 -2.60 -0.69 -6.28  0.641
C5 2.91 2.17 0.62  0.463
C6 1.79 -1.77 1.75  0.008
C7 5.22 -0.62 -0.46  -1.367
C8 -1.65 4.15 0.75  -0.656
C9 -3.25 0.09 -4.10  0.141
C10 -0.96 0.10 -4.71  0.371
C11 3.49 -2.63 -2.13  -1.310
C12 3.12 3.43 1.17  -0.878
C13 -2.25 3.02 1.35  1.653
C14 1.24 1.72 2.24  0.427
C15 2.38 3.84 2.27  -0.527
C16 -3.20 3.18 2.41  -0.604
C17 -1.90 1.73 0.93  -1.491
C18 -2.67 -1.71 1.62  -0.427
C19 -0.46 2.62 -0.62  -0.217
C20 2.09 -3.65 3.83  -0.395
C21 -1.29 -0.42 -5.95  0.137
C22 1.00 -1.72 2.90  0.565
C23 -4.04 -0.44 3.11  -0.724
C24 -0.74 3.94 -0.26  -1.372
C25 2.88 -3.73 2.69  -0.845
C26 -3.47 0.74 2.60  0.751
C27 -3.76 2.10 3.00  -0.458
C28 -3.65 -1.65 2.61  -1.096
C29 2.73 -2.80 1.67  0.165
C30 -2.51 0.58 1.57  0.178
C31 -3.59 -0.43 -5.34  0.235
C32 1.96 1.28 1.13  -0.020
C33 1.15 -2.64 3.93  -0.979
H1 0.24 2.41 -1.42  0.464
H2 3.50 1.88 -0.25  -0.052
H3 5.37 -1.35 0.34  0.370
H4 2.30 0.47 -3.14  0.005
H5 3.86 4.09 0.73  0.402
H6 4.28 -2.63 -2.89  0.477
H7 -4.79 -0.40 3.88  0.531
H8 2.20 -4.38 4.62  0.321
H9 5.99 -0.79 -1.21  0.465
H10 -2.31 -2.66 1.22  0.480
H11 3.98 0.17 -3.56  0.480
H12 5.36 0.37 -0.04  0.363
H13 0.49 1.08 2.68  0.004
H14 -4.09 -2.57 2.98  0.410
H15 3.61 -4.52 2.58  0.382
H16 -3.45 4.18 2.74  0.560
H17 3.34 -2.89 0.79  -0.139
H18 2.54 4.82 2.70  0.353
H19 3.58 1.46 -2.43  0.404
H20 0.22 -0.97 2.99  0.001
H21 2.52 -2.84 -2.59  0.251
H22 0.51 -2.58 4.80  0.395
H23 3.69 -3.42 -1.41  0.397
H24 -0.24 4.75 -0.77  0.462
H25 -1.91 5.14 1.08  0.431
H26 0.85 3.27 3.66  0.434

# 6
# C2ClO3P

A 2-piece molecular cluster, C2ClO3P overall (ωB97M-V/def2-TZVPD, OMol25).

Computed properties:
E_HOMO (alpha / beta) = 1.786 / 1.116 eV
Kohn-Sham gap (alpha / beta) = 4.40 / 5.05 eV
LUMO energy (alpha / beta) = 0.2272 / 0.2266 Eh
net charge = -2

Each line ends with the Mulliken charge.
Atoms and positions in Å:
Cl1 -3.18 -0.07 0.18  -0.320
P1 1.55 -0.16 -0.17  0.146
O1 2.55 0.66 0.61  -0.626
O2 -0.56 1.63 -0.13  -0.500
O3 1.57 -1.65 0.12  -0.603
C1 -0.18 0.49 -0.07  0.279
C2 -1.75 -0.90 -0.54  -0.375